Molecular formula: C3H2LiOTl
Method: DFT, wB97M-V/def2-TZVPD

```
8
Properties=species:S:1:pos:R:3:forces:R:3:lowdin_charge:R:1
C -1.2260 -0.5057 -0.3427 2.2 0.1 0.7 -0.132
H -2.3103 -0.5641 -0.1868 0.5 -0.4 0.3 0.038
O 1.1651 0.2286 0.8476 -1.2 -1.8 1.7 -0.640
C 0.5035 -0.4331 -0.2006 -2.4 -1.8 0.6 -0.594
C -0.4832 0.3946 -0.9545 0.2 1.5 -0.9 -0.311
Tl 1.5954 1.8358 -0.4616 0.7 2.5 -1.7 0.816
Li -0.3301 0.2885 1.9616 0.4 -0.4 -1.0 0.725
H 1.0856 -1.2445 -0.6630 -0.5 0.2 0.3 0.098
```
Forces are in eV/Å.

- Energy above the lowest of the compared OMol25 structures with the same formula, charge and spin: 42.76 kJ/mol
- Frontier orbital gap: 5.6 eV
- Total charge: 0
- Highest occupied orbital energy: -6.4 eV
- LUMO: -0.84 eV

Molecular formula: C3H2LuO2
Method: DFT, wB97M-V/def2-TZVPD

```
8
Properties=species:S:1:pos:R:3:forces:R:3:lowdin_charge:R:1
O -0.5270 -1.0817 -0.6385 -2.7 -6.1 -2.9 -0.216
C 1.4784 -0.0254 1.5579 -0.3 0.0 -2.6 0.470
C -0.2550 0.1117 -0.5125 0.4 4.3 6.0 -0.086
O 1.4515 0.4576 0.1259 2.8 -0.8 0.0 0.015
C 0.3131 0.6345 0.9665 -3.5 0.3 -2.0 -0.123
Lu -1.8425 -2.6108 -1.6550 2.2 2.2 1.6 2.584
H -0.6854 0.8788 -1.1747 1.2 0.2 -0.1 0.190
H 0.0669 1.6353 1.3305 -0.2 0.0 -0.2 0.165
```
Forces are in eV/Å.

- Energy above the lowest of the compared OMol25 structures with the same formula, charge and spin: 105.75 kJ/mol
- Frontier orbital gap: 4.5 eV
- Total charge: +3
- Highest occupied orbital energy: -22.4 eV
- LUMO: -17.92 eV